[1]
The following is a DFT calculation (ωB97M-V with the def2-TZVPD basis set) of an isolated ion of composition C3H8N3S and charge +1.

HOMO-LUMO gap (alpha / beta) in eV: 6.611 / 6.612
Relative energy (zero: lowest compared OMol25 entry of this formula, charge and spin) in kcal per mole: 90.53
Net charge: +1

Each line ends with the natural charge from an NBO analysis.
Geometry (Å):
1 C -0.20 -1.17 0.01  0.2640
2 C -2.53 -0.62 -0.31  -0.0025
3 C 1.67 1.37 0.00  -0.4426
4 N -1.04 -0.17 0.01  -0.5041
5 N 1.14 -1.07 0.15  -0.3064
6 N 2.04 -0.02 0.02  -0.4011
7 S -3.78 0.53 -0.10  0.3073
8 H -0.58 -2.14 -0.08  0.1842
9 H -2.63 -1.65 -0.47  0.2231
10 H 1.00 1.55 -0.78  0.2151
11 H 1.13 1.51 0.89  0.1954
12 H 2.40 2.19 -0.14  0.2541
13 H 1.72 -1.90 0.20  0.4313
14 H 2.84 -0.18 0.57  0.3845
15 H -3.17 1.75 0.02  0.1975

[2]
The following is a DFT calculation (ωB97M-V with the def2-TZVPD basis set) of a 13-piece molecular cluster, C42H115N5O24 overall.

HOMO-LUMO gap in eV: 8.424
Relative energy (zero: lowest compared OMol25 entry of this formula, charge and spin) in kcal per mole: 181.66

Each line ends with the Mulliken charge.
Geometry (Å):
1 C 5.58 -6.80 -10.97  -0.8509
2 O 5.21 -8.17 -10.87  -0.2767
3 C 4.12 -8.51 -11.72  -0.5787
4 C 3.82 -10.07 -11.51  -0.6968
5 N 3.87 -10.47 -10.10  -0.4711
6 C 2.76 -9.82 -9.32  -0.3313
7 C 2.94 -9.91 -7.82  -0.7496
8 O 4.28 -9.64 -7.36  -0.2782
9 C 4.44 -9.74 -5.95  -0.7817
10 H 5.83 -6.47 -11.98  0.3296
11 H 6.52 -6.62 -10.45  0.2825
12 H 4.87 -6.04 -10.65  0.3205
13 H 4.41 -8.40 -12.76  0.4560
14 H 3.22 -7.92 -11.52  0.3550
15 H 4.54 -10.69 -12.05  0.3734
16 H 2.85 -10.26 -11.95  0.3476
17 H 4.64 -10.01 -9.65  0.3673
18 H 1.73 -10.16 -9.47  0.3451
19 H 2.67 -8.77 -9.59  0.2109
20 H 2.90 -10.96 -7.54  0.3446
21 H 2.10 -9.42 -7.33  0.4058
22 H 3.66 -9.19 -5.42  0.3155
23 H 5.42 -9.43 -5.61  0.2416
24 H 4.24 -10.75 -5.59  0.3196
25 C 2.14 8.64 7.56  -0.7858
26 O 0.84 9.06 7.18  -0.3062
27 C 0.43 8.74 5.85  -0.5471
28 C -1.05 9.13 5.72  -0.7220
29 N -1.24 10.57 6.05  -0.3270
30 C -2.60 10.87 5.84  -0.6951
31 C -3.04 12.30 6.16  -0.3799
32 O -4.46 12.43 5.81  -0.3537
33 C -4.76 12.30 4.43  -0.6750
34 H 2.14 7.62 7.95  0.2691
35 H 2.49 9.33 8.33  0.2584
36 H 2.90 8.80 6.79  0.3254
37 H 0.49 7.67 5.65  0.3608
38 H 1.03 9.35 5.18  0.3544
39 H -1.61 8.47 6.38  0.3988
40 H -1.38 8.83 4.73  0.4429
41 H -1.01 10.73 7.02  0.2501
42 H -3.31 10.13 6.20  0.3876
43 H -2.83 10.73 4.78  0.2918
44 H -2.42 13.09 5.73  0.3071
45 H -2.96 12.28 7.24  0.3050
46 H -5.81 12.47 4.19  0.2653
47 H -4.46 11.33 4.03  0.2797
48 H -4.26 13.04 3.79  0.2958
49 C 1.16 -3.67 1.43  -0.7329
50 O 0.13 -3.32 2.36  -0.3092
51 C 0.74 -2.83 3.54  -0.4517
52 C 1.38 -1.40 3.40  -0.9856
53 N 0.56 -0.26 3.00  -0.2958
54 C 0.14 -0.32 1.59  -0.2985
55 C -0.78 0.88 1.16  -0.6776
56 O -0.92 1.15 -0.19  -0.3441
57 C -1.35 0.10 -0.94  -0.6922
58 H 0.57 -4.16 0.65  0.2191
59 H 1.80 -4.46 1.82  0.3657
60 H 1.75 -2.84 1.03  0.2666
61 H 1.53 -3.52 3.84  0.3709
62 H 0.04 -2.74 4.37  0.3353
63 H 2.24 -1.53 2.74  0.3846
64 H 1.85 -1.14 4.35  0.4012
65 H -0.20 -0.30 3.66  0.2714
66 H -0.46 -1.22 1.45  0.3634
67 H 1.06 -0.40 1.00  0.2759
68 H -0.48 1.80 1.67  0.3822
69 H -1.73 0.70 1.66  0.3510
70 H -1.30 0.36 -1.99  0.2517
71 H -2.42 0.02 -0.77  0.2904
72 H -0.83 -0.84 -0.79  0.2612
73 C -5.03 7.73 -7.00  -0.7153
74 O -5.15 8.60 -8.10  -0.3029
75 C -5.43 9.97 -7.91  -0.7663
76 C -5.43 10.64 -9.29  -0.4907
77 N -4.08 10.87 -9.82  -0.2116
78 C -3.83 12.21 -10.34  -0.7809
79 C -4.80 12.75 -11.48  -0.5457
80 O -4.75 12.05 -12.78  -0.3627
81 C -3.53 11.85 -13.37  -0.6589
82 H -4.51 6.82 -7.30  0.2368
83 H -6.06 7.42 -6.83  0.2684
84 H -4.56 8.24 -6.16  0.3008
85 H -4.69 10.53 -7.34  0.3864
86 H -6.40 9.99 -7.41  0.4075
87 H -6.01 11.56 -9.15  0.3369
88 H -6.00 10.05 -10.01  0.2655
89 H -3.37 10.47 -9.23  0.2261
90 H -2.80 12.31 -10.71  0.4961
91 H -4.00 12.90 -9.52  0.3918
92 H -4.54 13.77 -11.74  0.4175
93 H -5.83 12.82 -11.14  0.3165
94 H -3.70 11.47 -14.37  0.2242
95 H -2.93 11.16 -12.78  0.2519
96 H -3.09 12.84 -13.47  0.3086
97 C 2.77 -2.19 11.03  -0.7908
98 O 2.07 -3.35 10.84  -0.2919
99 C 2.92 -4.48 10.96  -0.6550
100 C 2.12 -5.77 10.61  -0.4829
101 N 0.90 -5.87 11.39  -0.3230
102 C 0.23 -7.19 11.23  -0.9434
103 C -0.57 -7.34 9.91  -0.3495
104 O 0.43 -7.58 8.89  -0.2482
105 C -0.12 -8.02 7.65  -0.8665
106 H 3.64 -2.07 10.38  0.2891
107 H 3.10 -2.20 12.07  0.3272
108 H 2.10 -1.33 11.06  0.2666
109 H 3.41 -4.64 11.92  0.3946
110 H 3.69 -4.36 10.20  0.3984
111 H 2.81 -6.61 10.69  0.3226
112 H 1.79 -5.65 9.57  0.2931
113 H 0.35 -5.06 11.14  0.2458
114 H -0.52 -7.32 12.01  0.4132
115 H 0.99 -7.96 11.21  0.3611
116 H -1.30 -6.54 9.74  0.3247
117 H -1.10 -8.24 10.20  0.3931
118 H -0.37 -7.30 6.88  0.2876
119 H -1.02 -8.63 7.76  0.3509
120 H 0.58 -8.80 7.36  0.2836
121 O 4.97 2.45 5.16  -0.6450
122 H 5.50 1.71 5.46  0.3205
123 H 4.12 2.07 4.95  0.3240
124 O -3.63 -0.29 5.90  -0.6313
125 H -3.16 -0.63 6.65  0.3161
126 H -3.59 -0.99 5.24  0.3146
127 C -2.01 -12.45 0.24  -0.4288
128 C -1.39 -11.30 -0.63  -0.3361
129 O -2.08 -11.07 -1.87  -0.5289
130 O -3.33 -12.14 0.75  -0.4998
131 H -1.34 -12.61 1.09  0.2794
132 H -2.22 -13.41 -0.24  0.3328
133 H -0.34 -11.46 -0.87  0.2981
134 H -1.36 -10.37 -0.05  0.2581
135 H -2.15 -11.89 -2.37  0.3054
136 H -3.84 -12.18 -0.06  0.3194
137 C -6.14 4.66 4.42  -0.3970
138 C -7.09 3.60 3.79  -0.3014
139 O -7.30 2.48 4.72  -0.5213
140 O -6.56 5.15 5.65  -0.5144
141 H -6.01 5.56 3.82  0.2885
142 H -5.21 4.14 4.64  0.2897
143 H -6.79 3.07 2.89  0.2878
144 H -8.01 4.16 3.62  0.2481
145 H -6.46 2.12 5.01  0.2881
146 H -6.60 4.45 6.31  0.3290
147 C -5.33 -5.58 -0.90  -0.4143
148 C -5.55 -4.30 -0.09  -0.3780
149 O -4.62 -4.14 1.00  -0.4950
150 O -4.07 -5.61 -1.54  -0.5103
151 H -6.17 -5.51 -1.59  0.2695
152 H -5.42 -6.41 -0.20  0.3274
153 H -6.61 -4.37 0.19  0.3203
154 H -5.51 -3.50 -0.83  0.2649
155 H -3.75 -4.47 0.78  0.3045
156 H -3.87 -6.53 -1.72  0.3118
157 C 3.70 -2.20 -5.62  -0.4333
158 C 3.67 -2.77 -4.21  -0.2200
159 O 4.41 -1.93 -3.42  -0.5095
160 O 2.92 -1.05 -5.67  -0.4916
161 H 3.48 -2.97 -6.37  0.3463
162 H 4.70 -1.97 -5.98  0.2603
163 H 4.11 -3.77 -4.18  0.2624
164 H 2.71 -2.84 -3.69  0.2194
165 H 4.14 -1.01 -3.51  0.2679
166 H 3.31 -0.39 -5.10  0.2983
167 C 3.44 5.17 -3.76  -0.3285
168 C 2.51 6.30 -3.37  -0.3636
169 O 1.18 5.94 -3.87  -0.5218
170 O 3.25 3.88 -3.10  -0.4792
171 H 4.45 5.49 -3.50  0.2831
172 H 3.37 5.11 -4.85  0.2411
173 H 2.81 7.31 -3.63  0.3275
174 H 2.41 6.35 -2.28  0.2589
175 H 0.73 5.29 -3.34  0.2900
176 H 3.75 3.91 -2.28  0.2920
177 C 8.10 -3.08 4.10  -0.4639
178 C 8.71 -2.46 5.38  -0.3532
179 O 7.91 -1.61 6.16  -0.5017
180 O 7.28 -4.19 4.24  -0.4865
181 H 8.93 -3.20 3.42  0.2917
182 H 7.52 -2.32 3.57  0.2905
183 H 9.56 -1.81 5.16  0.3081
184 H 9.12 -3.28 5.98  0.2931
185 H 8.27 -1.62 7.05  0.3097
186 H 7.82 -4.94 4.49  0.3119

[3]
The following is a DFT calculation (ωB97M-V with the def2-TZVPD basis set) of one molecule with the formula C22H31NO5.

HOMO-LUMO gap in eV: 8.663
SMILES string: CCOc1ccc(CC(NCCO)=C2C(=O)CC(C)(C)CC2=O)cc1OCC
Relative energy (zero: lowest compared OMol25 entry of this formula, charge and spin) in kcal per mole: 48.29

Each line ends with the natural charge from an NBO analysis.
Geometry (Å):
1 C -4.33 -1.86 5.06  -0.6200
2 C -3.21 -1.34 4.17  -0.0539
3 O -3.55 -1.67 2.83  -0.5079
4 C -2.61 -1.62 1.84  0.2418
5 C -2.90 -2.40 0.73  -0.2506
6 C -2.08 -2.43 -0.38  -0.1851
7 C -0.91 -1.68 -0.39  -0.0261
8 C 0.03 -1.68 -1.57  -0.5194
9 C 0.37 -0.26 -1.96  0.4243
10 N -0.56 0.44 -2.57  -0.5364
11 C -1.93 0.09 -2.82  -0.2420
12 C -2.87 0.73 -1.79  -0.0677
13 O -2.87 2.12 -2.02  -0.7264
14 C 1.61 0.34 -1.64  -0.4255
15 C 1.79 1.75 -1.88  0.5689
16 O 0.96 2.46 -2.45  -0.6311
17 C 3.05 2.44 -1.39  -0.4936
18 C 4.28 1.54 -1.32  -0.0345
19 C 5.44 2.28 -0.64  -0.5951
20 C 4.71 1.09 -2.72  -0.6134
21 C 3.87 0.33 -0.48  -0.4988
22 C 2.71 -0.44 -1.09  0.5815
23 O 2.77 -1.66 -1.08  -0.6076
24 C -0.61 -0.90 0.72  -0.3194
25 C -1.44 -0.84 1.83  0.3110
26 O -1.18 -0.05 2.92  -0.5276
27 C 0.04 0.67 2.97  -0.0629
28 C 0.09 1.38 4.31  -0.6172
29 H -4.12 -1.62 6.10  0.2108
30 H -5.27 -1.41 4.77  0.2111
31 H -4.42 -2.94 4.95  0.2103
32 H -3.11 -0.25 4.28  0.1803
33 H -2.26 -1.80 4.44  0.1724
34 H -3.81 -2.98 0.75  0.2256
35 H -2.34 -3.05 -1.22  0.2029
36 H 0.95 -2.20 -1.30  0.3005
37 H -0.42 -2.20 -2.41  0.2244
38 H -0.32 1.43 -2.72  0.4580
39 H -2.20 0.48 -3.81  0.2178
40 H -2.08 -0.99 -2.81  0.2116
41 H -3.88 0.32 -1.92  0.1648
42 H -2.52 0.49 -0.78  0.1791
43 H -3.38 2.56 -1.33  0.4756
44 H 2.83 2.83 -0.40  0.2258
45 H 3.23 3.30 -2.05  0.2337
46 H 5.70 3.16 -1.22  0.2098
47 H 5.16 2.59 0.36  0.2048
48 H 6.31 1.64 -0.58  0.2102
49 H 3.89 0.58 -3.23  0.2149
50 H 5.55 0.41 -2.66  0.2130
51 H 5.00 1.95 -3.32  0.2114
52 H 3.56 0.66 0.52  0.2186
53 H 4.70 -0.37 -0.35  0.2314
54 H 0.30 -0.32 0.70  0.2263
55 H 0.09 1.40 2.15  0.1730
56 H 0.89 -0.02 2.88  0.1752
57 H -0.75 2.06 4.40  0.2132
58 H 1.01 1.95 4.40  0.2151
59 H 0.04 0.66 5.12  0.2129

[4]
The following is a DFT calculation (ωB97M-V with the def2-TZVPD basis set) of one molecule with the formula C3H10N2OS.

HOMO-LUMO gap in eV: 9.089
SMILES string: CC[S@](C)(=O)=NN
Relative energy (zero: lowest compared OMol25 entry of this formula, charge and spin) in kcal per mole: 119.10

Each line ends with the natural charge from an NBO analysis.
Geometry (Å):
1 C 1.01 1.64 -0.32  -0.6309
2 C 1.46 0.13 -0.06  -0.5521
3 S -0.30 -0.74 -0.26  1.8190
4 C -0.19 -2.15 0.95  -0.7995
5 O -0.23 -1.20 -1.61  -0.9609
6 N -1.72 -0.10 0.26  -0.7097
7 N -2.22 1.08 -0.29  -0.6353
8 H 1.75 2.16 -0.86  0.2198
9 H -0.01 1.63 -0.83  0.2091
10 H 0.81 2.21 0.59  0.2164
11 H 1.75 -0.19 0.91  0.2103
12 H 2.11 -0.19 -0.83  0.2291
13 H -0.53 -1.87 1.98  0.2558
14 H -0.69 -3.04 0.56  0.2523
15 H 0.83 -2.35 1.00  0.2145
16 H -1.73 1.80 0.13  0.3322
17 H -2.10 1.17 -1.33  0.3300

[5]
The following is a DFT calculation (ωB97M-V with the def2-TZVPD basis set) of a 2-piece molecular cluster, CHNO3S overall.

HOMO-LUMO gap in eV: 8.388
Relative energy (zero: lowest compared OMol25 entry of this formula, charge and spin) in kcal per mole: 76.83

Each line ends with the natural charge from an NBO analysis.
Geometry (Å):
1 C 1.59 -0.38 -0.01  -0.1221
2 N 2.44 -1.19 0.08  0.2266
3 O 3.31 -1.93 -0.05  -0.3606
4 O -3.04 2.13 -0.81  -0.8150
5 O -1.84 0.59 0.59  -0.8459
6 S -3.07 0.89 -0.16  1.6627
7 H 0.62 -0.12 0.36  0.2542

[6]
The following is a DFT calculation (ωB97M-V with the def2-TZVPD basis set) of one molecule with the formula C5H11N.

HOMO-LUMO gap in eV: 10.004
SMILES string: CCN1C[C@H]1C
Relative energy (zero: lowest compared OMol25 entry of this formula, charge and spin) in kcal per mole: 29.86

Each line ends with the natural charge from an NBO analysis.
Geometry (Å):
1 C 1.57 -1.35 0.33  -0.6304
2 C 1.33 -0.36 -0.81  -0.2161
3 N 0.03 0.33 -0.81  -0.4152
4 C -0.09 1.59 -0.10  -0.2538
5 C -0.80 0.38 0.38  -0.0784
6 C -2.28 0.17 0.19  -0.6124
7 H 2.48 -1.92 0.12  0.2179
8 H 1.72 -0.85 1.30  0.2010
9 H 0.74 -2.05 0.42  0.2084
10 H 2.13 0.39 -0.83  0.1830
11 H 1.39 -0.90 -1.76  0.1940
12 H 0.77 1.92 0.49  0.1829
13 H -0.61 2.39 -0.62  0.1952
14 H -0.40 -0.05 1.29  0.1889
15 H -2.85 0.61 1.02  0.2083
16 H -2.51 -0.90 0.16  0.2097
17 H -2.62 0.62 -0.75  0.2171

[7]
The following is a DFT calculation (ωB97M-V with the def2-TZVPD basis set) of C6H8 as an isolated structure.

HOMO-LUMO gap (alpha / beta) in eV: 7.054 / 7.291
Relative energy (zero: lowest compared OMol25 entry of this formula, charge and spin) in kcal per mole: 99.24

Each line ends with the natural charge from an NBO analysis.
Geometry (Å):
1 C -0.23 1.72 -0.80  -0.6816
2 C 0.08 0.31 -0.48  0.2673
3 C -0.85 -0.85 -0.59  -0.4669
4 C -0.21 -1.29 0.74  -0.3955
5 C 0.93 -0.26 0.46  -0.2648
6 C 2.22 0.02 0.90  -0.1631
7 H -1.03 2.03 -0.11  0.2411
8 H -0.63 1.84 -1.81  0.2327
9 H 0.63 2.36 -0.61  0.2463
10 H -0.60 -1.53 -1.41  0.2379
11 H -1.92 -0.62 -0.64  0.2126
12 H -0.84 -0.94 1.56  0.2071
13 H 0.07 -2.34 0.89  0.2097
14 H 2.39 -0.44 1.89  0.1171